1.
Molecular formula: C48H26F9N6O7SY
Method: DFT, ωB97M-V with the def2-TZVPD basis set

XYZ file:
```
98
C48H26F9N6O7SY ωB97M-V with the def2-TZVPD basis set
Y -0.10384 0.99964 0.11402
O 0.56692 0.26520 -2.31194
C 1.53338 -0.34804 -2.74692
C 2.27584 -1.37019 -2.06832
C 3.26096 -2.06139 -2.76409
C 3.96594 -3.08141 -2.16769
C 3.70992 -3.41991 -0.81813
C 2.74708 -2.76445 -0.11794
C 1.98013 -1.69254 -0.69149
O 1.11305 -1.07393 -0.01640
N 4.93592 -3.81361 -2.92326
O 5.14982 -3.48138 -4.08628
O 5.50098 -4.75556 -2.38894
H 1.88223 -0.13102 -3.77553
H 3.46296 -1.81229 -3.79848
H 4.30838 -4.19628 -0.36032
H 2.53423 -3.01470 0.91322
O -1.32896 2.93952 0.99135
S -0.91125 4.28809 1.45831
C -2.29668 4.78699 2.58101
C -3.24427 5.72104 1.82869
C -3.03049 5.44743 0.34257
C -1.52441 5.43905 0.16618
H -1.87166 5.23706 3.47641
H -2.75724 3.83513 2.84025
H -2.99691 6.76368 2.04498
H -4.28153 5.55304 2.12297
H -3.51892 6.19031 -0.29092
H -3.42040 4.45963 0.08468
H -1.07925 6.41712 0.36228
H -1.18173 5.06072 -0.79349
O 0.36919 3.69887 -2.26573
C -0.70493 3.15417 -2.41938
N -1.25849 2.21389 -1.59141
C -2.52021 1.91011 -2.00379
O -3.30393 1.14768 -1.45072
C -2.82096 2.70175 -3.25213
C -3.93301 2.75291 -4.06419
C -3.88957 3.60205 -5.16842
C -2.76110 4.36703 -5.43430
C -1.64312 4.31083 -4.60350
C -1.69494 3.46656 -3.51584
H -4.80663 2.15109 -3.84692
H -4.74532 3.66278 -5.83001
H -2.75057 5.01505 -6.30217
H -0.76131 4.90462 -4.80726
C -1.76131 -0.47322 0.44781
C -2.53941 -1.42270 0.59666
C -3.38491 -2.48458 0.74847
C -4.11075 -2.94388 -0.42249
C -4.29460 -2.05798 -1.49806
C -4.94440 -2.47457 -2.64181
C -5.42525 -3.77432 -2.74409
C -5.22600 -4.66709 -1.69889
C -4.57153 -4.26204 -0.55183
C -3.46316 -3.10651 2.06054
C -2.36838 -2.98329 2.93248
C -2.39869 -3.56018 4.18581
C -3.52318 -4.25942 4.60555
C -4.62740 -4.35888 3.76794
C -4.60240 -3.78913 2.50967
H -3.92468 -1.04121 -1.41118
H -5.07009 -1.78506 -3.46609
H -5.93917 -4.09564 -3.64073
H -5.56801 -5.69013 -1.78813
H -4.37401 -4.98077 0.23113
H -1.49443 -2.43707 2.59921
H -1.54203 -3.46176 4.83856
H -3.54432 -4.71572 5.58650
H -5.51472 -4.87955 4.10489
H -5.48485 -3.83700 1.88587
F 7.05714 0.62400 -1.03746
C 6.42066 0.06916 0.01062
C 7.06941 -0.94067 0.68831
F 8.29346 -1.29044 0.25408
C 6.51050 -1.61409 1.78741
C 5.24385 -1.12809 2.14824
C 4.58573 -0.13884 1.45512
F 3.37433 0.23423 1.89107
C 5.13559 0.51162 0.34116
C 4.43556 1.56547 -0.39562
C 3.06644 1.74009 -0.30904
N 1.91170 1.91081 -0.26458
C 5.10182 2.48640 -1.23035
N 5.61778 3.28568 -1.88963
F 4.62823 -1.65697 3.22349
C 7.16061 -2.71059 2.45788
C 6.55834 -3.46438 3.48615
N 6.13727 -4.14095 4.32929
C 8.46935 -3.15468 2.17559
N 9.54217 -3.57008 2.03224
F 0.86882 2.22743 2.24353
C 0.03876 1.44428 3.13580
F 0.19332 0.14653 2.53490
C 0.85343 1.40122 4.41082
F 0.73321 2.60514 5.03862
F 2.17980 1.17226 4.32746
F 0.35512 0.48083 5.26613
```

Calculated values
**Charge**: -2
**Energy above the lowest of the compared OMol25 structures with the same formula, charge and spin**: 318.6 kJ/mol
**HOMO energy**: -1.24 eV



2.
Molecular formula: C48H32F5IrN7O5P
Method: DFT, ωB97M-V with the def2-TZVPD basis set

XYZ file:
```
99
C48H32F5IrN7O5P ωB97M-V with the def2-TZVPD basis set
Ir -0.35784 0.21494 0.14505
F 0.09181 -5.72995 -3.01201
C -0.99310 -4.93257 -3.07454
C -0.93274 -3.74051 -2.40751
C -2.04734 -2.89643 -2.33750
C -2.00041 -1.68620 -1.53148
O -0.87975 -1.35084 -1.03161
C -3.25261 -1.03726 -1.36611
C -4.34074 -1.45763 -2.08669
N -4.33144 -2.48528 -2.94402
C -5.52821 -2.79131 -3.68461
C -5.51459 -2.68860 -5.18229
C -6.26361 -1.67918 -4.36690
C -3.21481 -3.28366 -3.02958
C -3.23116 -4.48244 -3.75373
C -2.15048 -5.35961 -3.77002
N -2.22555 -6.55978 -4.46452
C -1.04734 -7.38602 -4.69615
C -1.38506 -8.47691 -5.72342
N -2.41206 -7.94313 -6.65227
C -3.71813 -7.77315 -5.95141
C -3.43495 -7.35537 -4.49612
C -3.54392 0.09033 -0.34667
O -4.71751 0.30756 -0.12670
O -2.55835 0.65643 0.19413
H -0.03073 -3.46014 -1.88675
H -5.27611 -0.92973 -1.94023
H -6.11300 -3.57993 -3.22465
H -6.07088 -3.41675 -5.75244
H -4.60147 -2.36167 -5.65588
H -7.34207 -1.70519 -4.35873
H -5.84860 -0.68479 -4.31110
H -4.12760 -4.72895 -4.29880
H -0.68568 -7.87043 -3.78026
H -0.24657 -6.75061 -5.08033
H -1.78371 -9.37674 -5.25075
H -0.48532 -8.75557 -6.27367
H -2.51897 -8.54833 -7.47375
H -2.08526 -7.02437 -6.97670
H -4.26462 -8.71767 -5.97149
H -4.30351 -7.01895 -6.48039
H -3.30408 -8.24997 -3.87254
H -4.28487 -6.80939 -4.09334
O 0.24710 3.49698 2.54731
C 0.12941 2.31393 2.37060
O 0.17916 1.69728 1.26317
C -0.02797 1.43503 3.64398
C 0.21971 2.08760 4.84701
C 0.12257 1.40810 6.04947
C -0.23059 0.06937 6.06000
C -0.48680 -0.58186 4.86999
C -0.37474 0.08708 3.64867
P -0.72680 -0.93027 2.18096
C -2.44487 -1.43612 2.29188
C -2.82412 -2.61801 1.65644
C -4.15922 -2.96456 1.60253
C -5.11616 -2.12549 2.15522
C -4.73955 -0.93870 2.76565
C -3.40506 -0.58694 2.83548
C 0.23395 -2.47176 2.32238
C -0.10572 -3.46407 3.24114
C 0.68077 -4.59516 3.36091
C 1.79155 -4.76551 2.54825
C 2.09732 -3.81076 1.58994
C 1.33104 -2.66316 1.48656
H 0.49627 3.13144 4.83231
H 0.32157 1.92761 6.97595
H -0.29290 -0.47823 6.98809
H -0.76228 -1.62453 4.88257
H -2.06723 -3.25744 1.22015
H -4.44982 -3.88452 1.11669
H -6.15967 -2.39168 2.09799
H -5.48868 -0.27467 3.16549
H -3.10736 0.34415 3.29537
H -0.99688 -3.37438 3.84353
H 0.42380 -5.35365 4.08414
H 2.40173 -5.64911 2.65073
H 2.93402 -3.96570 0.92385
H 1.55065 -1.91483 0.73225
F 5.65736 -2.06314 -0.57841
C 4.98035 -1.51887 0.42943
C 5.09414 -2.06244 1.69782
F 5.87594 -3.12377 1.86539
C 4.30173 -1.60088 2.77664
C 3.55809 -0.42147 2.54202
C 3.47464 0.13704 1.28751
F 2.75542 1.25290 1.12659
C 4.07037 -0.47559 0.16200
C 3.58418 -0.20570 -1.16606
C 2.30933 0.30273 -1.25837
N 1.18302 0.59905 -1.23173
C 4.15212 -0.72525 -2.33746
N 4.53147 -1.18327 -3.31923
F 2.86234 0.13430 3.54163
C 4.15419 -2.33783 3.98311
C 3.07967 -2.10539 4.84601
N 2.14655 -2.00188 5.51138
C 4.92273 -3.46225 4.30144
N 5.50190 -4.41202 4.59001
```

Calculated values
**Charge**: +2
**HOMO energy (alpha / beta)**: -12.96 / -12.96 eV